1.
The following is a quantum chemistry calculation of C24H19F6N3O10W as an isolated structure at a distorted geometry, from the OMol25 dataset.

LUMO level (eV): -8.0
Total charge: +2
Orbital gap (eV): 6.90
Maximum force (eV/A): 3.56
HOMO (eV): -14.92
Energy relative to the best compared isomer or geometry (same formula, charge and spin) (kcal per mole): 40.0

Each line ends with the Löwdin charge.
Cartesian coordinates (Å):
W (-0.396, 0.997, -0.014)  2.035
O (-2.749, 0.185, 3.171)  0.218
C (-2.351, 0.648, 2.147)  -0.425
O (-1.168, 0.322, 1.542)  -0.205
C (-3.010, 1.699, 1.325)  -0.152
C (-4.224, 2.307, 1.627)  0.084
C (-4.507, 3.386, 0.824)  0.015
C (-3.758, 3.770, -0.291)  0.094
C (-2.634, 2.980, -0.560)  -0.097
N (-2.276, 1.956, 0.276)  -0.003
C (-1.577, 3.261, -1.561)  -0.403
O (-1.472, 4.193, -2.265)  0.244
O (-0.652, 2.177, -1.492)  -0.202
H (-4.801, 2.074, 2.510)  0.150
H (-5.369, 4.024, 1.103)  0.150
H (-3.921, 4.693, -0.820)  0.146
O (1.544, -0.937, -3.129)  0.210
C (1.581, -0.412, -2.059)  -0.470
O (0.456, -0.111, -1.359)  -0.228
C (2.838, -0.023, -1.356)  -0.032
C (2.869, 1.445, -1.269)  0.071
C (3.400, 1.483, 1.171)  -0.016
C (4.681, 0.719, 0.917)  -0.416
O (5.227, 0.308, 2.060)  0.095
C (6.085, -0.819, 1.793)  0.066
O (5.485, -1.452, 0.589)  0.202
C (4.652, -0.622, 0.143)  -0.067
C (3.703, -0.957, -0.913)  0.131
H (2.625, 1.895, -2.186)  0.153
H (3.758, 2.347, 1.781)  0.202
H (5.992, -1.497, 2.574)  0.150
H (7.019, -0.442, 1.513)  0.154
H (3.648, -1.992, -1.134)  0.149
C (2.334, -0.655, 2.370)  0.047
C (2.225, 0.756, 1.817)  -0.324
O (1.235, 0.550, 0.782)  -0.314
C (1.687, 1.641, 2.980)  -0.552
F (2.350, 1.413, 4.107)  0.192
F (0.449, 1.354, 3.224)  0.194
F (1.758, 3.038, 2.760)  0.105
C (2.989, 2.124, -0.149)  -0.208
F (5.517, 1.535, 0.149)  0.134
F (2.817, 3.437, -0.131)  0.165
F (0.060, 2.587, 0.913)  -0.287
H (1.349, -0.935, 2.796)  0.124
H (3.034, -0.666, 3.234)  0.118
H (2.627, -1.377, 1.564)  0.115
N (-1.763, -0.382, -0.864)  0.103
C (-2.249, -1.318, -1.372)  -0.108
N (-2.825, -2.395, -1.817)  -0.030
C (-3.850, -3.018, -0.906)  -0.060
C (-3.833, -4.533, -1.236)  -0.150
O (-4.092, -4.709, -2.624)  -0.111
C (-3.060, -4.207, -3.432)  -0.176
C (-2.827, -2.690, -3.273)  -0.063
H (-4.838, -2.615, -0.985)  0.123
H (-3.625, -2.869, 0.183)  0.147
H (-4.582, -5.076, -0.670)  0.139
H (-2.806, -4.906, -1.071)  0.133
H (-3.238, -4.492, -4.470)  0.143
H (-2.071, -4.629, -3.094)  0.139
H (-3.606, -2.138, -3.741)  0.124
H (-1.863, -2.429, -3.700)  0.138

=====

2.
The following is a quantum chemistry calculation of C24H19N3O2PSV as an isolated structure, from the OMol25 dataset.

LUMO level (eV): -8.6
Total charge: +2
Orbital gap (eV): 6.09
Maximum force (eV/A): 0.63
HOMO (eV): -14.74
Energy relative to the best compared isomer or geometry (same formula, charge and spin) (kcal per mole): 0.0

Each line ends with the Löwdin charge.
Cartesian coordinates (Å):
V (2.151, -0.538, 1.046)  0.453
O (1.377, 0.008, 4.090)  0.181
C (1.633, -0.984, 3.492)  -0.589
O (2.734, -1.074, 2.634)  -0.189
C (0.788, -2.224, 3.314)  -0.141
P (0.439, -2.200, 1.502)  1.075
C (0.453, -3.851, 0.829)  -0.364
C (1.649, -4.487, 0.492)  -0.095
C (1.622, -5.807, 0.077)  -0.037
C (0.413, -6.487, 0.005)  -0.022
C (-0.774, -5.856, 0.353)  -0.034
C (-0.765, -4.535, 0.768)  -0.067
C (-1.089, -1.342, 1.176)  -0.372
C (-1.685, -0.530, 2.145)  -0.068
C (-2.829, 0.182, 1.821)  -0.039
C (-3.365, 0.093, 0.542)  -0.029
C (-2.763, -0.704, -0.426)  -0.040
C (-1.620, -1.421, -0.117)  -0.082
H (-0.103, -2.227, 3.937)  0.120
H (1.386, -3.118, 3.501)  0.128
H (2.596, -3.968, 0.566)  0.074
H (2.545, -6.304, -0.188)  0.124
H (0.397, -7.518, -0.322)  0.126
H (-1.711, -6.392, 0.299)  0.125
H (-1.693, -4.046, 1.035)  0.116
H (-1.281, -0.455, 3.147)  0.109
H (-3.310, 0.793, 2.571)  0.124
H (-4.267, 0.640, 0.299)  0.124
H (-3.191, -0.777, -1.416)  0.123
H (-1.157, -2.056, -0.863)  0.120
S (3.069, -1.382, -0.438)  0.563
N (-0.594, 7.005, -5.896)  0.205
C (-0.360, 6.331, -4.998)  -0.157
C (-0.072, 5.474, -3.881)  -0.197
C (-0.981, 5.381, -2.828)  0.013
C (-0.713, 4.548, -1.758)  0.007
C (0.468, 3.822, -1.750)  -0.183
C (1.389, 3.916, -2.782)  0.007
C (1.113, 4.742, -3.856)  0.013
N (0.739, 2.949, -0.641)  0.022
C (0.496, 3.238, 0.693)  0.024
C (0.887, 2.160, 1.405)  -0.056
N (1.371, 1.204, 0.514)  -0.080
C (1.263, 1.734, -0.717)  -0.082
H (-1.897, 5.955, -2.856)  0.137
H (-1.430, 4.451, -0.953)  0.124
H (2.330, 3.383, -2.738)  0.125
H (1.819, 4.836, -4.669)  0.137
H (0.108, 4.191, 1.006)  0.150
H (0.886, 2.002, 2.472)  0.122
H (1.531, 1.246, -1.638)  0.150

=====

3.
The following is a quantum chemistry calculation of C24H19N4O2S3Sm as an isolated structure at a distorted geometry, from the OMol25 dataset.

LUMO level (spin up / spin down) (eV): -0.1 / -0.1
Orbital gap (spin up / spin down) (eV): 7.99 / 8.00
Maximum force (eV/A): 1.67
HOMO (spin up / spin down) (eV): -8.09 / -8.09
Energy relative to the best compared isomer or geometry (same formula, charge and spin) (kcal per mole): 0.0
2S+1: 6

Each line ends with the Löwdin charge.
Cartesian coordinates (Å):
Sm (0.463, -0.021, -0.818)  1.588
S (2.841, 0.484, 3.492)  1.126
C (3.893, -0.521, 2.540)  -0.447
C (5.197, -0.937, 2.776)  -0.093
C (5.819, -1.697, 1.806)  -0.089
C (5.172, -1.965, 0.608)  -0.082
C (3.881, -1.571, 0.375)  -0.019
C (3.227, -0.796, 1.321)  -0.301
N (1.975, -0.220, 1.185)  -0.035
C (1.638, 0.492, 2.238)  -0.520
C (0.401, 1.264, 2.330)  -0.278
C (0.098, 2.064, 3.455)  -0.059
C (-1.016, 2.885, 3.412)  -0.108
C (-1.867, 2.860, 2.345)  -0.101
C (-1.583, 2.052, 1.255)  -0.145
C (-0.458, 1.225, 1.184)  -0.190
H (5.748, -0.648, 3.690)  0.120
H (6.876, -1.960, 1.989)  0.116
H (5.706, -2.442, -0.167)  0.096
H (3.419, -1.740, -0.585)  0.107
H (0.745, 2.088, 4.337)  0.092
H (-1.286, 3.556, 4.227)  0.106
H (-2.734, 3.509, 2.263)  0.105
H (-2.209, 2.080, 0.400)  0.055
C (-3.276, -3.701, 0.800)  -0.012
C (-1.955, -3.036, 0.788)  -0.318
N (-1.525, -2.282, 1.727)  0.073
O (-2.495, -2.122, 2.736)  -0.063
C (-1.049, -3.214, -0.338)  -0.302
C (-0.704, -4.521, -0.952)  -0.011
N (-0.559, -2.116, -0.782)  -0.216
O (0.365, -2.075, -1.772)  -0.354
H (-3.967, -3.180, 0.135)  0.095
H (-3.755, -3.612, 1.792)  0.084
H (-3.254, -4.724, 0.442)  0.079
H (-2.112, -1.394, 3.247)  0.094
H (-1.066, -5.362, -0.375)  0.078
H (0.375, -4.597, -1.024)  0.083
H (-1.058, -4.542, -1.985)  0.097
S (2.542, 1.432, -2.123)  0.473
C (1.070, 2.057, -2.764)  -1.193
N (-0.121, 1.782, -2.255)  -0.168
C (-1.144, 2.439, -2.966)  -0.317
C (-2.503, 2.245, -2.762)  -0.016
C (-3.382, 2.948, -3.580)  -0.077
C (-2.939, 3.826, -4.586)  -0.076
C (-1.580, 3.956, -4.814)  -0.079
C (-0.715, 3.228, -4.009)  -0.428
S (1.075, 3.145, -4.109)  1.035
H (-2.868, 1.602, -1.950)  0.113
H (-4.447, 2.926, -3.439)  0.097
H (-3.696, 4.327, -5.132)  0.092
H (-1.203, 4.523, -5.609)  0.092

=====

4.
The following is a quantum chemistry calculation of C24H19N6O3SW as an isolated structure at a distorted geometry, from the OMol25 dataset.

LUMO level (spin up / spin down) (eV): -4.7 / -6.0
Total charge: +1
Orbital gap (spin up / spin down) (eV): 5.41 / 4.41
Maximum force (eV/A): 3.29
HOMO (spin up / spin down) (eV): -10.06 / -10.36
Energy relative to the best compared isomer or geometry (same formula, charge and spin) (kcal per mole): 43.9
2S+1: 3

Each line ends with the Löwdin charge.
Cartesian coordinates (Å):
W (1.224, 0.681, 2.385)  1.483
N (0.492, 0.411, 6.796)  0.090
C (0.726, 0.713, 5.518)  -0.799
S (1.036, -0.648, 4.385)  0.629
N (0.693, 1.901, 5.047)  -0.023
N (0.878, 2.066, 3.722)  -0.257
C (-0.291, 2.167, 2.964)  -0.256
C (-0.288, 3.238, 1.938)  -0.183
C (-1.034, 4.404, 2.005)  -0.028
C (-0.940, 5.336, 0.982)  -0.082
C (-0.107, 5.105, -0.106)  -0.083
C (0.655, 3.950, -0.186)  -0.010
C (0.578, 3.010, 0.845)  -0.332
O (1.244, 1.850, 0.851)  -0.226
H (0.587, -0.542, 7.107)  0.090
H (0.443, 1.155, 7.470)  0.113
H (-1.205, 2.102, 3.573)  0.126
H (-1.668, 4.579, 2.860)  0.116
H (-1.528, 6.239, 1.030)  0.104
H (-0.059, 5.831, -0.905)  0.105
H (1.305, 3.772, -1.030)  0.112
C (-2.188, 1.310, -4.403)  -0.051
O (-2.663, -0.017, -4.313)  -0.038
C (-1.825, -0.995, -3.954)  -0.245
C (-0.484, -0.798, -3.602)  0.018
C (0.283, -1.859, -3.198)  0.010
C (-0.251, -3.158, -3.150)  -0.284
C (-1.571, -3.369, -3.584)  0.015
C (-2.346, -2.302, -3.954)  0.033
N (0.509, -4.216, -2.752)  0.137
N (1.489, -4.169, -2.012)  0.146
C (1.792, -3.271, -1.056)  -0.222
C (3.143, -2.952, -0.830)  0.038
C (3.521, -1.942, 0.023)  0.049
C (2.545, -1.206, 0.723)  -0.271
O (2.754, -0.239, 1.567)  -0.178
C (1.182, -1.602, 0.594)  -0.120
N (0.328, -0.929, 1.426)  -0.079
C (-0.952, -1.344, 1.472)  -0.069
C (-1.411, -2.427, 0.741)  0.006
C (-0.556, -3.102, -0.120)  0.037
C (0.775, -2.672, -0.228)  -0.073
H (-3.031, 1.902, -4.751)  0.104
H (-1.372, 1.388, -5.125)  0.104
H (-1.858, 1.691, -3.433)  0.102
H (-0.033, 0.178, -3.646)  0.115
H (1.319, -1.700, -2.946)  0.126
H (-1.972, -4.370, -3.572)  0.127
H (-3.369, -2.445, -4.263)  0.131
H (3.881, -3.491, -1.404)  0.134
H (4.562, -1.700, 0.157)  0.133
H (-1.608, -0.796, 2.150)  0.129
H (-2.437, -2.743, 0.846)  0.124
H (-0.895, -3.976, -0.653)  0.124

=====

5.
The following is a quantum chemistry calculation of C24H20CaClN4O4P as an isolated structure, from the OMol25 dataset.

LUMO level (eV): 0.2
Orbital gap (eV): 8.08
Maximum force (eV/A): 0.39
HOMO (eV): -7.90
Energy relative to the best compared isomer or geometry (same formula, charge and spin) (kcal per mole): 5.4

Each line ends with the Löwdin charge.
Cartesian coordinates (Å):
Ca (0.593, 0.092, -0.345)  1.271
C (0.686, 0.784, 7.220)  -0.089
C (1.226, -0.358, 6.646)  -0.079
C (1.019, -0.628, 5.300)  -0.084
C (0.274, 0.245, 4.512)  -0.389
C (-0.251, 1.398, 5.095)  -0.110
C (-0.056, 1.662, 6.442)  -0.087
P (-0.075, -0.014, 2.735)  1.068
C (1.210, -1.239, 2.276)  -0.447
C (2.515, -0.763, 2.135)  -0.139
C (3.556, -1.632, 1.845)  -0.079
C (3.299, -2.983, 1.675)  -0.075
C (2.001, -3.463, 1.783)  -0.071
C (0.960, -2.599, 2.084)  -0.078
C (-1.615, -0.993, 2.774)  -0.337
C (-2.190, -1.449, 3.932)  -0.076
C (-3.417, -2.145, 3.897)  -0.077
C (-4.045, -2.370, 2.706)  -0.041
C (-3.479, -1.914, 1.489)  -0.183
C (-4.122, -2.141, 0.246)  -0.052
C (-3.550, -1.698, -0.909)  -0.092
C (-2.317, -1.000, -0.862)  -0.171
C (-1.623, -0.737, 0.304)  -0.263
C (-2.242, -1.221, 1.505)  -0.260
H (0.849, 0.993, 8.269)  0.102
H (1.810, -1.043, 7.247)  0.104
H (1.440, -1.525, 4.863)  0.107
H (-0.807, 2.100, 4.481)  0.096
H (-0.468, 2.561, 6.882)  0.102
H (2.718, 0.296, 2.267)  0.114
H (4.561, -1.248, 1.730)  0.114
H (4.107, -3.660, 1.432)  0.109
H (1.798, -4.514, 1.626)  0.109
H (-0.052, -2.976, 2.173)  0.110
H (-1.707, -1.274, 4.885)  0.098
H (-3.853, -2.503, 4.821)  0.101
H (-4.987, -2.907, 2.674)  0.109
H (-5.065, -2.676, 0.233)  0.107
H (-4.036, -1.872, -1.862)  0.099
H (-1.920, -0.668, -1.824)  0.082
N (-3.683, 4.180, 1.479)  0.169
C (-2.763, 3.317, 1.007)  -0.496
N (-3.034, 2.016, 1.037)  0.220
N (-1.643, 3.849, 0.550)  0.117
C (-0.675, 3.066, 0.173)  -0.347
N (0.201, 2.420, -0.235)  0.031
H (-4.615, 3.887, 1.704)  0.108
H (-3.488, 5.160, 1.378)  0.113
H (-3.913, 1.666, 1.379)  0.124
H (-2.397, 1.322, 0.644)  0.061
O (3.772, -1.406, -2.561)  -0.264
Cl (2.696, -0.872, -1.817)  0.634
O (1.677, -0.260, -2.665)  -0.397
O (3.127, 0.153, -0.875)  -0.395
O (2.006, -1.890, -1.030)  -0.402

=====

6.
The following is a quantum chemistry calculation of C24H20ClN2O7OsPS2 as an isolated structure, from the OMol25 dataset.

LUMO level (eV): -8.0
Total charge: +2
Orbital gap (eV): 5.37
Maximum force (eV/A): 0.83
HOMO (eV): -13.34
Energy relative to the best compared isomer or geometry (same formula, charge and spin) (kcal per mole): 14.2

Each line ends with the Löwdin charge.
Cartesian coordinates (Å):
Os (0.157, 0.185, -1.044)  1.429
O (-2.096, -1.663, 1.215)  -0.172
Cl (-0.740, -1.617, 0.886)  0.818
O (0.069, -2.635, 1.393)  -0.161
O (-0.159, -0.260, 1.113)  -0.446
O (-0.596, -1.622, -0.710)  -0.415
O (2.529, 0.809, -3.184)  -0.352
S (1.211, 1.219, -3.566)  0.967
O (0.820, 2.297, -2.229)  -0.336
O (0.193, 0.158, -3.005)  -0.555
C (-0.270, 3.101, -2.568)  -0.359
C (-0.194, 4.014, -3.600)  0.012
C (-1.344, 4.710, -3.954)  -0.004
C (-2.549, 4.493, -3.295)  -0.026
C (-2.609, 3.592, -2.245)  -0.045
C (-1.452, 2.905, -1.877)  -0.303
P (-1.329, 1.931, -0.414)  1.045
C (-0.825, 2.980, 0.948)  -0.325
C (-1.402, 4.255, 0.962)  -0.054
C (-1.112, 5.128, 1.998)  -0.032
C (-0.243, 4.743, 3.009)  -0.028
C (0.331, 3.479, 2.995)  -0.039
C (0.042, 2.593, 1.970)  -0.097
C (-2.861, 1.103, -0.106)  -0.378
C (-3.434, 0.361, -1.149)  -0.086
C (-4.603, -0.340, -0.914)  -0.034
C (-5.200, -0.287, 0.342)  -0.021
C (-4.634, 0.458, 1.369)  -0.035
C (-3.453, 1.150, 1.156)  -0.061
H (0.740, 4.167, -4.125)  0.136
H (-1.297, 5.423, -4.767)  0.131
H (-3.437, 5.034, -3.593)  0.127
H (-3.537, 3.428, -1.711)  0.128
H (-2.068, 4.572, 0.171)  0.110
H (-1.561, 6.112, 2.009)  0.125
H (-0.016, 5.430, 3.814)  0.125
H (0.998, 3.178, 3.792)  0.122
H (0.460, 1.601, 1.999)  0.072
H (-2.984, 0.348, -2.138)  0.118
H (-5.057, -0.917, -1.709)  0.125
H (-6.120, -0.829, 0.517)  0.127
H (-5.113, 0.500, 2.338)  0.126
H (-3.004, 1.725, 1.957)  0.120
N (6.718, 0.087, 1.439)  0.108
C (6.230, -0.406, 0.289)  -0.830
S (7.133, -1.061, -0.903)  0.797
C (4.759, -0.254, 0.084)  -0.185
C (4.063, 0.846, 0.583)  0.041
C (2.719, 0.987, 0.312)  -0.063
N (2.060, 0.067, -0.402)  -0.127
C (2.721, -1.002, -0.906)  -0.078
C (4.056, -1.190, -0.676)  0.013
H (7.708, 0.012, 1.611)  0.117
H (6.127, 0.323, 2.218)  0.111
H (4.564, 1.627, 1.138)  0.134
H (2.156, 1.848, 0.643)  0.113
H (2.152, -1.706, -1.503)  0.137
H (4.571, -2.042, -1.098)  0.116

=====

Question: Which value of energy relative to the best compared isomer or geometry (same formula, charge and spin) does entry 5 give?
Answer: 5.4 kcal per mole

=====

Question: What is the maximum force in the third record?
Answer: 1.67 eV/A

=====

Question: What is the formula in the second record?
Answer: C24H19N3O2PSV